{
  "formula": "C39H101AgF3N8O11Pd",
  "method": "ωB97M-V with the def2-TZVPD basis set",
  "elements": ["Pd", "Ag", "C", "O", "O", "C", "F", "F", "F", "C", "C", "H", "H", "H", "H", "H", "H", "C", "C", "C", "O", "H", "H", "H", "H", "H", "H", "H", "C", "C", "C", "O", "C", "N", "H", "H", "H", "H", "H", "H", "H", "H", "H", "H", "H", "C", "C", "C", "O", "C", "N", "H", "H", "H", "H", "H", "H", "H", "H", "H", "H", "H", "C", "C", "C", "O", "C", "N", "H", "H", "H", "H", "H", "H", "H", "H", "H", "H", "H", "C", "C", "C", "O", "C", "N", "H", "H", "H", "H", "H", "H", "H", "H", "H", "H", "H", "C", "C", "C", "O", "C", "N", "H", "H", "H", "H", "H", "H", "H", "H", "H", "H", "H", "C", "C", "C", "O", "C", "N", "H", "H", "H", "H", "H", "H", "H", "H", "H", "H", "H", "C", "C", "C", "O", "C", "N", "H", "H", "H", "H", "H", "H", "H", "H", "H", "H", "H", "C", "C", "C", "O", "C", "N", "H", "H", "H", "H", "H", "H", "H", "H", "H", "H", "H"],
  "coordinates": [[-18.991929, -12.974625, -12.089848], [-20.136262, -12.506221, -8.833051], [-17.682313, -14.254377, -8.996938], [-18.723513, -14.414880, -8.055534], [-18.239699, -13.633344, -10.076640], [-16.441395, -13.553802, -8.407464], [-15.502068, -13.386150, -9.350069], [-16.686496, -12.356257, -7.888478], [-15.877840, -14.370662, -7.492293], [-18.691268, -15.608061, -7.291753], [-19.925010, -15.640263, -6.402246], [-20.145194, -14.690990, -5.909276], [-20.780072, -15.918378, -7.024972], [-19.857251, -16.352254, -5.579879], [-17.829331, -15.664436, -6.624018], [-18.740491, -16.538810, -7.866002], [-17.361920, -15.249515, -9.331005], [-22.361903, -14.037808, -9.445080], [-22.217283, -13.652840, -10.910096], [-23.522952, -13.074125, -11.438862], [-21.057718, -12.898054, -11.158938], [-23.178242, -14.744986, -9.291817], [-22.586303, -13.162959, -8.825405], [-21.464987, -14.527068, -9.047890], [-22.104488, -14.577440, -11.498886], [-23.419046, -12.714750, -12.465091], [-24.081656, -12.323933, -10.875166], [-24.235905, -13.905939, -11.467594], [-24.981277, -11.882979, -7.820174], [-24.792944, -11.724981, -6.326890], [-24.313372, -12.994835, -5.633261], [-25.108562, -14.137104, -5.955278], [-24.956363, -15.195770, -5.057890], [-23.819044, -10.664150, -6.051757], [-25.371191, -12.854882, -8.120655], [-24.069033, -11.703855, -8.394975], [-25.661734, -11.120192, -8.208996], [-25.758432, -11.398792, -5.924234], [-24.315683, -12.865436, -4.549229], [-23.304957, -13.199290, -6.010579], [-25.217462, -15.007452, -4.010039], [-23.954246, -15.639091, -5.070036], [-25.656806, -15.987548, -5.331603], [-24.079532, -9.782518, -6.478065], [-23.714879, -10.428933, -5.071002], [-23.420534, -9.273944, -10.114109], [-21.984187, -9.058758, -10.575392], [-21.530155, -7.682532, -10.093789], [-22.266865, -6.637830, -10.661238], [-21.780894, -5.371756, -10.179250], [-21.139216, -10.129850, -10.024012], [-23.814298, -10.239864, -10.447004], [-24.090935, -8.568791, -10.612804], [-23.551720, -9.176229, -9.037238], [-21.958120, -9.093836, -11.670184], [-20.464441, -7.596006, -10.361524], [-21.487476, -7.732032, -8.997400], [-22.280715, -4.646878, -10.817117], [-20.694751, -5.328167, -10.234556], [-22.168958, -5.251948, -9.165644], [-20.230996, -10.022371, -10.477105], [-21.528265, -10.982815, -10.426432], [-26.921683, -20.116309, -7.257246], [-27.283239, -18.853493, -8.028962], [-26.161404, -17.842665, -8.171129], [-26.647693, -16.692389, -8.794410], [-25.624974, -15.740456, -9.035614], [-27.820274, -19.258558, -9.337467], [-27.818783, -20.717619, -7.143534], [-26.584970, -19.799779, -6.264213], [-26.087935, -20.693293, -7.658876], [-28.085718, -18.361101, -7.474957], [-25.283079, -18.256344, -8.704578], [-25.623351, -17.686501, -7.218130], [-25.064344, -15.659959, -8.096044], [-26.014242, -14.754346, -9.267358], [-24.917511, -16.153208, -9.764554], [-27.040792, -19.648976, -9.868263], [-28.067594, -18.468534, -9.927857], [-26.760930, -11.517495, -11.808367], [-28.170002, -11.241850, -12.374593], [-28.045075, -10.291691, -13.578533], [-29.233253, -10.128857, -14.328572], [-30.222875, -9.349461, -13.685567], [-28.765067, -12.517052, -12.700798], [-26.384608, -10.613192, -11.323859], [-26.017531, -11.859393, -12.535686], [-26.814352, -12.345430, -11.100121], [-28.700601, -10.667000, -11.614083], [-27.329759, -10.713930, -14.288764], [-27.696313, -9.295944, -13.277552], [-30.317342, -9.564489, -12.617530], [-31.173895, -9.427874, -14.200661], [-29.921799, -8.293900, -13.701462], [-28.439568, -12.913126, -13.577184], [-29.759042, -12.361688, -12.855059], [-30.923714, -16.441499, -13.710966], [-29.933848, -17.611786, -13.675302], [-28.768712, -17.433435, -12.720435], [-28.026190, -16.280626, -13.144759], [-27.572625, -15.550918, -12.006450], [-30.619041, -18.873838, -13.366519], [-31.425545, -16.425882, -14.678492], [-30.353846, -15.516340, -13.587096], [-31.694460, -16.509579, -12.942838], [-29.463346, -17.675475, -14.662602], [-28.076379, -18.274701, -12.757326], [-29.212103, -17.347741, -11.720887], [-28.411837, -14.931989, -11.678923], [-26.710413, -14.916478, -12.216348], [-27.319845, -16.221132, -11.179862], [-30.760554, -18.922492, -12.360664], [-31.549674, -18.865518, -13.765066], [-18.315169, -16.873970, -13.857957], [-19.319938, -15.776096, -13.951553], [-20.715421, -16.281719, -14.402372], [-21.637686, -15.227820, -14.460603], [-22.922585, -15.600223, -14.903863], [-19.472863, -15.188497, -12.554001], [-17.345666, -16.586586, -13.440667], [-18.053985, -17.414321, -14.772185], [-18.596693, -17.687603, -13.181587], [-18.941349, -14.986036, -14.603660], [-21.026411, -17.098977, -13.743683], [-20.590492, -16.684066, -15.414854], [-23.666047, -14.864342, -14.600379], [-23.260102, -16.579766, -14.557407], [-22.997063, -15.640338, -15.996757], [-20.484554, -15.175872, -12.426990], [-19.198126, -15.947972, -11.925091], [-21.373493, -17.586616, -9.736264], [-20.148837, -18.458505, -9.861881], [-20.368892, -19.660258, -10.817542], [-21.148366, -20.650380, -10.168841], [-20.422212, -21.455632, -9.268494], [-19.088323, -17.607418, -10.437175], [-21.714000, -17.148247, -10.673107], [-21.217092, -16.870420, -8.920956], [-22.211236, -18.138285, -9.293769], [-19.829982, -18.811265, -8.878372], [-19.421034, -20.148105, -11.068225], [-20.903230, -19.306759, -11.697279], [-19.607809, -21.983041, -9.776256], [-21.119645, -22.167809, -8.835263], [-19.990001, -20.867542, -8.452375], [-19.091796, -16.694495, -9.993914], [-18.184159, -18.047798, -10.307808], [-19.665944, -12.128942, -16.328518], [-20.171400, -11.478150, -15.055564], [-21.629281, -11.066755, -15.220929], [-21.992153, -10.267856, -14.106714], [-23.369496, -9.933439, -14.080928], [-20.112291, -12.446113, -13.942851], [-20.367973, -12.899148, -16.655234], [-18.762030, -12.698646, -16.081835], [-19.331347, -11.460474, -17.117118], [-19.601743, -10.589068, -14.784377], [-22.332848, -11.889946, -15.372509], [-21.688430, -10.422752, -16.110044], [-24.033542, -10.772870, -13.869711], [-23.659448, -9.353384, -14.959052], [-23.490959, -9.239424, -13.247020], [-20.710565, -12.009869, -13.224934], [-20.663773, -13.279730, -14.142528]],
  "forces_ev_per_a": [[-0.8, -2.2, 0.9], [0.3, 0.0, -0.4], [-0.7, -0.2, -2.4], [0.2, -0.1, 0.6], [0.0, 1.3, 0.3], [0.2, -0.5, -0.6], [-0.2, 0.0, -0.3], [-0.2, 0.0, 0.4], [-0.2, 0.4, 0.4], [-0.5, -0.4, 1.9], [-0.6, 0.2, -0.1], [0.2, 0.2, -0.3], [-0.2, 0.1, 0.3], [0.2, -0.3, -0.2], [0.3, 0.2, -0.4], [0.4, 0.3, -0.6], [0.4, -0.2, 0.4], [0.2, -0.1, 0.2], [0.5, -0.8, -0.4], [-0.7, -0.2, -0.5], [0.4, 1.3, 0.3], [-0.1, 0.1, 0.0], [-0.1, 0.1, 0.0], [0.1, 0.0, -0.2], [-0.1, -0.3, 0.1], [0.1, 0.0, 0.0], [0.7, 0.2, 0.3], [0.0, -0.1, -0.2], [0.0, 0.3, -0.8], [-0.5, 0.4, 0.4], [0.0, -0.5, -0.5], [-0.3, 0.8, 0.1], [-0.2, -1.1, 0.3], [0.7, 0.2, -0.1], [-0.1, 0.0, 0.3], [0.3, -0.1, 0.3], [-0.2, -0.1, 0.1], [-0.2, -0.5, 0.2], [0.2, 0.1, 0.1], [0.3, 0.1, 0.3], [0.1, 0.7, 0.0], [0.2, 0.2, -0.1], [0.0, 0.1, -0.4], [-0.1, -0.2, -0.3], [-0.2, -0.4, 0.1], [-0.6, -0.2, -0.8], [-1.2, 0.6, 0.4], [1.3, -1.0, -0.1], [0.4, -0.1, 0.4], [-1.3, -0.7, -0.3], [0.3, 0.0, -0.3], [0.2, -0.2, 0.2], [0.2, 0.3, 0.2], [0.2, -0.1, 0.0], [0.0, 0.2, 0.0], [0.1, 0.2, -0.2], [-0.6, 0.4, 0.1], [0.4, 0.3, 0.0], [0.0, 0.2, 0.0], [0.4, 0.2, 0.2], [0.0, -0.2, 0.2], [0.3, -0.1, -0.1], [0.4, 0.8, 0.7], [-0.2, -0.1, -0.7], [1.3, -0.8, 0.4], [-0.2, 0.6, -0.1], [0.5, -1.0, 1.2], [0.4, 0.0, -0.5], [0.1, -0.2, -0.1], [-0.1, -0.2, 0.1], [-0.2, 0.0, -0.4], [-0.1, 0.1, -0.1], [-0.5, -0.2, -0.8], [-0.8, 0.7, 0.4], [0.1, 0.4, 0.0], [-0.3, -0.2, -0.4], [-0.1, 0.3, -0.4], [-0.1, -0.4, 0.2], [-0.2, 0.3, 0.5], [-0.2, 0.2, 0.2], [1.7, 0.3, -0.6], [-0.2, 0.1, -0.4], [-0.5, -0.4, 0.1], [0.7, 0.8, 0.3], [-1.4, 0.1, 0.3], [0.2, -0.1, 0.1], [-0.2, 0.2, -0.4], [-0.2, 0.2, 0.3], [-0.4, -0.7, 0.2], [0.1, 0.0, 0.0], [0.2, 0.0, 0.2], [-0.3, -0.4, -0.1], [0.0, -0.3, 0.0], [0.0, 0.1, -0.2], [0.3, 0.2, 0.0], [0.0, -0.2, 0.0], [0.7, 0.2, 0.0], [-0.4, -0.4, -0.4], [-0.2, 0.5, -0.6], [0.2, -0.1, 0.7], [-0.7, -0.2, 0.3], [0.4, -0.1, 0.1], [0.0, 0.1, 0.0], [-0.3, 0.1, -0.1], [0.1, -0.1, 0.2], [-0.2, -0.2, -0.1], [-0.2, -0.3, 0.1], [0.4, 0.3, 0.2], [0.3, 0.3, 0.2], [-0.1, -0.1, -0.4], [0.2, -0.1, -0.1], [0.0, -0.1, 0.0], [0.0, -0.1, -0.1], [1.2, -1.8, 0.1], [-0.7, 0.5, 0.8], [1.4, -0.1, -1.0], [0.0, 0.5, 0.8], [-0.8, -0.2, -0.7], [-0.5, -0.2, -0.9], [-0.1, 0.6, -0.1], [-0.3, 0.5, -0.3], [-0.6, 0.2, 0.1], [-0.3, 0.0, -0.1], [-0.2, 0.1, 0.1], [0.0, -0.3, 0.0], [0.3, 0.1, 0.3], [0.3, 0.0, 0.4], [0.4, 0.0, 0.0], [0.0, 0.6, 0.3], [0.4, 0.3, 0.3], [-0.8, -0.6, 1.5], [0.5, 0.3, -1.0], [0.1, -0.1, 1.6], [-0.5, 0.2, -0.3], [0.1, 0.1, 0.1], [0.0, -0.1, -0.3], [0.2, 0.2, 0.0], [0.2, 0.5, -0.6], [0.0, -0.3, -0.5], [-0.3, -0.2, 0.1], [0.2, 0.4, -0.4], [0.0, -0.2, -0.2], [0.0, -0.1, 0.0], [0.0, -0.1, -0.1], [0.0, 0.0, 0.0], [0.2, -0.1, 0.2], [0.1, 0.2, 0.0], [1.0, -0.8, 0.5], [-0.5, -0.5, -0.5], [0.2, 1.5, -0.4], [-0.2, -0.7, 0.2], [0.2, 0.9, 0.7], [-0.5, 0.6, 1.7], [-0.2, 0.3, -0.4], [0.0, 0.1, 0.1], [-0.6, 0.2, -0.1], [0.1, -0.1, 0.0], [0.2, -0.4, 0.1], [-0.1, -0.2, -0.1], [0.1, -0.3, -0.4], [-0.1, -0.4, -0.3], [0.0, -0.1, 0.1], [-0.2, 0.0, -0.1], [0.2, -0.2, -0.5]],
  "multiplicity": 3,
  "relative_energy_ev": 0.039,
  "charge": 1,
  "orbital_gap_ev": [8.0, 5.7],
  "homo_ha": [-0.384, -0.384],
  "lumo_energy_ev": [-2.44, -4.75]
}